(1)
75
Properties=species:S:1:pos:R:3:forces:R:3:mulliken_charge:R:1 method="wB97M-V/def2-TZVPD" gap_ha=0.0476 homo_ha=-0.4007 total_charge=+1 smiles="CCN[C@@H]1C[C@H](N)[C@@H](O[C@H]2OC(CN)=CC[C@H]2N)[C@H](O)[C@H]1O[C@H]1OC[C@](C)(O)[C@H]([NH2+]C)[C@H]1O"
C -5.315 -0.377 4.573 0.152 0.216 -0.173 -1.36
C -4.302 0.384 3.733 -0.087 0.024 0.086 -0.21
N -3.716 -0.501 2.741 0.101 -0.336 0.133 -0.17
C -2.625 0.076 1.988 0.109 0.084 -0.093 0.04
C -3.172 1.113 0.997 0.343 0.006 0.081 -2.23
C -2.198 1.364 -0.162 -0.140 -0.034 0.119 0.75
N -2.585 2.481 -1.017 -0.028 0.238 -0.069 -0.40
C -2.072 0.100 -1.028 -0.204 -0.016 0.275 -0.42
O -0.784 -0.079 -1.631 0.333 0.155 -0.224 -0.20
C -0.180 1.052 -2.177 -0.356 -0.121 -0.965 -0.74
O 0.684 1.600 -1.190 0.280 0.060 0.209 0.56
C 1.588 2.533 -1.633 0.120 0.384 0.163 0.67
C 2.303 3.194 -0.482 -0.158 -0.099 -0.337 -1.49
N 3.440 2.342 -0.098 0.284 0.406 0.146 -0.54
C 1.865 2.752 -2.912 -0.202 -0.129 -0.066 -0.79
C 1.234 1.957 -4.012 -0.092 -0.209 0.170 -1.11
C 0.616 0.679 -3.443 -0.324 0.205 0.187 -0.32
N 1.659 -0.299 -3.098 -0.192 -0.058 -0.290 -0.55
C -2.351 -1.187 -0.216 0.955 -0.025 -0.228 -0.57
O -3.701 -1.535 -0.178 -0.464 -0.002 0.056 -0.51
C -1.850 -1.018 1.230 -0.516 -0.198 0.044 -1.21
O -0.479 -0.661 1.105 -0.044 -0.139 -0.089 0.01
C 0.469 -1.180 1.990 0.465 0.465 0.411 -0.41
O 0.574 -2.574 1.983 -0.076 -0.075 0.098 -0.44
C 0.834 -3.123 0.706 0.134 0.008 -0.309 -0.61
C 2.131 -2.570 0.078 -0.655 0.168 -0.330 0.65
C 2.278 -3.183 -1.319 0.018 0.038 0.514 -1.97
O 3.247 -2.938 0.861 0.278 -0.138 0.176 -0.59
C 1.966 -1.026 0.051 -0.098 -0.328 0.491 1.70
N 3.017 -0.256 -0.657 -0.191 0.060 0.066 0.60
C 4.411 -0.681 -0.461 0.333 -0.166 0.028 -0.94
C 1.784 -0.523 1.498 -0.326 -0.686 -0.224 -1.14
O 1.697 0.865 1.546 -0.197 0.542 0.134 -0.61
H -5.816 0.298 5.262 -0.060 0.000 0.109 0.41
H -6.057 -0.837 3.927 -0.115 -0.060 -0.030 0.34
H -4.826 -1.159 5.151 0.025 -0.094 0.095 0.36
H -4.807 1.197 3.205 0.036 0.049 0.075 0.26
H -3.532 0.832 4.388 -0.094 0.026 -0.107 0.26
H -3.420 -1.358 3.198 0.027 0.038 -0.021 0.29
H -1.886 0.577 2.651 -0.100 -0.091 -0.137 0.29
H -3.354 2.056 1.514 -0.037 0.030 -0.065 0.71
H -4.121 0.738 0.612 -0.071 0.064 0.000 0.33
H -1.211 1.597 0.249 -0.124 -0.050 -0.035 -0.12
H -3.542 2.356 -1.335 0.017 0.058 0.030 0.31
H -2.558 3.348 -0.491 -0.059 -0.011 -0.057 0.34
H -2.816 0.168 -1.838 0.021 -0.049 0.138 0.70
H -0.937 1.808 -2.438 0.227 -0.118 0.116 0.68
H 1.624 3.259 0.367 0.040 0.091 -0.015 0.22
H 2.612 4.203 -0.767 -0.062 -0.099 0.050 0.55
H 3.690 2.506 0.871 0.063 -0.022 -0.028 0.26
H 4.246 2.556 -0.677 -0.022 0.086 0.071 0.28
H 2.570 3.516 -3.189 0.143 0.200 0.141 0.47
H 0.465 2.547 -4.515 0.024 -0.050 -0.069 0.47
H 1.987 1.703 -4.761 -0.055 -0.017 -0.080 0.52
H -0.099 0.259 -4.164 0.080 0.087 0.151 0.34
H 1.188 -1.166 -2.855 0.088 -0.077 -0.107 0.03
H 2.220 -0.481 -3.925 -0.069 -0.104 0.052 0.29
H -1.758 -1.984 -0.696 -0.067 0.137 0.102 0.25
H -4.016 -1.732 -1.067 0.077 -0.016 0.064 0.54
H -1.947 -1.977 1.751 0.029 0.031 -0.019 1.16
H 0.252 -0.917 3.036 -0.003 0.028 -0.210 0.38
H 0.925 -4.199 0.868 0.042 0.052 -0.131 0.48
H -0.007 -2.931 0.032 0.095 -0.049 0.007 -0.01
H 2.502 -4.241 -1.208 0.011 -0.084 -0.038 0.52
H 1.349 -3.087 -1.873 -0.135 0.037 -0.136 0.34
H 3.085 -2.730 -1.884 0.109 0.058 -0.120 0.31
H 2.948 -3.227 1.732 -0.003 0.026 0.019 0.47
H 1.029 -0.794 -0.467 0.278 -0.046 0.003 -0.35
H 2.717 -0.234 -1.670 0.193 0.105 0.376 0.63
H 2.999 0.786 -0.321 0.048 -0.573 -0.290 0.10
H 5.055 -0.088 -1.106 -0.029 0.083 -0.045 0.36
H 4.549 -1.735 -0.680 -0.005 0.089 -0.029 0.41
H 4.698 -0.517 0.574 -0.007 0.004 0.033 0.34
H 2.620 -0.814 2.140 -0.134 -0.044 -0.058 0.80
H 0.911 1.115 1.034 0.021 -0.025 0.007 0.21

(2)
96
Properties=species:S:1:pos:R:3:forces:R:3:mulliken_charge:R:1 method="wB97M-V/def2-TZVPD" gap_ha=0.1881 homo_ha=-0.1688 total_charge=-1
C 0.488 2.123 4.344 -0.947 2.019 -0.103 -0.85
C -0.645 2.206 3.115 1.884 -3.399 -2.208 0.29
Br -2.065 3.578 3.327 1.270 -1.141 -0.047 -0.17
C -0.627 1.320 1.935 0.869 2.863 5.503 -0.71
Br 0.867 -0.075 1.947 -1.279 1.343 0.043 -0.17
P -1.795 1.262 0.448 1.883 1.660 -3.799 0.44
C -0.629 2.405 -0.623 0.314 1.359 -0.828 -0.93
C -0.375 1.821 -2.133 0.325 0.171 -0.283 -0.44
C 1.082 1.085 -2.268 2.916 -0.648 5.204 0.39
O 1.798 0.842 -1.165 -4.298 1.612 -6.226 -0.46
N 1.702 0.589 -3.584 0.999 -1.499 2.600 -0.18
C 2.380 -0.731 -3.163 0.933 -2.946 0.633 0.35
C 1.332 -2.032 -3.070 4.092 -0.441 1.083 -0.13
C 1.910 -3.490 -2.588 2.366 4.391 -0.430 -0.47
C 3.512 -3.588 -2.200 -0.857 2.656 -0.964 -0.38
C 4.571 -2.323 -2.312 -4.649 1.102 -1.143 -0.38
C 3.989 -0.854 -2.798 -3.214 -3.349 0.141 -0.03
S -3.259 0.020 1.500 -5.215 -1.694 -1.389 0.98
C -2.435 -1.054 2.809 -0.601 -1.270 0.965 -0.47
O -3.865 -0.916 0.405 2.128 1.455 3.005 -0.76
O -4.424 0.883 2.036 2.938 -1.751 0.038 -0.69
H 0.494 3.220 4.816 -0.034 -2.352 -0.942 0.30
H 0.158 1.408 5.214 0.729 1.118 -1.972 0.22
H 1.576 1.948 3.950 -2.357 -0.070 0.666 0.23
H -1.089 0.074 -0.054 -0.224 -0.114 0.687 -0.10
H -2.660 1.125 -0.714 -0.346 -0.061 0.170 0.15
H -2.519 2.457 0.768 0.017 -0.297 1.152 0.06
H 0.337 2.667 -0.016 -1.516 -0.611 -1.543 0.33
H -1.217 3.437 -0.756 1.145 -2.132 0.258 0.33
H -0.493 2.694 -2.939 0.556 -2.009 1.578 0.31
H -1.237 1.046 -2.390 1.890 1.317 0.516 0.11
H 2.434 1.296 -3.875 -1.267 -1.103 0.513 0.29
H 0.176 -1.905 -3.334 3.303 -0.034 0.807 0.34
H 1.141 -4.382 -2.525 2.044 1.945 -0.041 0.27
H 3.932 -4.623 -1.822 -0.933 2.368 -0.879 0.23
H 5.705 -2.384 -2.031 -2.516 -0.213 -0.570 0.16
H 4.627 0.130 -2.886 -1.288 -2.284 0.275 0.17
H -1.585 -1.682 2.281 -1.764 1.519 1.088 0.27
H -3.275 -1.804 3.188 1.916 1.831 -1.060 0.09
H -2.057 -0.456 3.745 -0.597 -0.897 -2.164 0.26
C 4.665 -1.003 3.442 0.190 0.151 0.127 -0.69
N 3.759 -0.630 4.562 -0.700 0.028 0.725 0.92
O 4.006 0.422 5.163 -0.538 -1.379 -0.594 -0.54
O 2.826 -1.405 4.806 1.332 1.261 -0.124 -0.52
H 5.435 -0.236 3.340 -0.443 -0.290 0.231 0.31
H 5.112 -1.968 3.686 -0.222 0.070 -0.036 0.28
H 4.060 -1.064 2.535 0.057 -0.061 0.293 0.24
C -2.470 -3.703 -5.712 -0.056 -0.309 -0.090 -0.78
N -1.631 -2.848 -4.828 0.507 0.718 0.572 0.81
O -0.888 -3.423 -4.024 -1.461 0.577 -1.215 -0.48
O -1.743 -1.625 -4.967 0.288 -1.914 0.347 -0.48
H -2.270 -4.752 -5.482 0.033 0.320 0.034 0.32
H -3.515 -3.457 -5.513 0.223 0.080 -0.098 0.29
H -2.197 -3.476 -6.745 -0.127 0.080 0.208 0.28
C -6.953 -0.374 3.745 0.471 -0.009 -0.139 -0.49
N -7.442 -0.470 5.147 0.053 -0.016 0.442 0.89
O -6.591 -0.494 6.043 -1.436 0.069 -1.002 -0.52
O -8.667 -0.518 5.308 1.471 0.045 0.248 -0.56
H -5.861 -0.340 3.754 -0.276 0.112 -0.046 0.14
H -7.306 -1.258 3.212 -0.065 0.222 0.091 0.26
H -7.364 0.541 3.314 0.045 -0.238 0.056 0.25
C -4.204 -5.884 3.204 -0.293 -0.137 0.058 -0.77
N -3.532 -4.559 3.116 0.698 1.112 -0.179 0.82
O -4.191 -3.567 3.449 0.775 -1.668 -0.337 -0.53
O -2.362 -4.553 2.716 -1.850 0.042 0.686 -0.48
H -5.223 -5.739 3.569 0.292 0.089 -0.096 0.31
H -4.211 -6.317 2.202 0.137 0.060 0.207 0.28
H -3.630 -6.500 3.899 -0.011 0.105 -0.236 0.28
C 4.345 4.318 -5.563 0.094 0.248 0.160 -0.48
N 3.294 3.269 -5.475 -0.671 -0.722 -0.165 0.87
O 2.716 3.136 -4.391 0.767 0.249 -1.542 -0.56
O 3.080 2.608 -6.498 0.225 0.904 1.649 -0.51
H 4.427 4.818 -4.595 -0.121 -0.190 -0.228 0.31
H 5.284 3.824 -5.822 -0.223 0.069 -0.082 0.30
H 4.042 5.025 -6.337 0.071 -0.224 0.140 0.04
C 7.218 0.293 -0.423 0.296 0.015 -0.191 -0.44
N 6.728 0.197 0.979 -0.664 -0.050 0.804 0.84
O 7.580 0.173 1.875 -1.194 0.010 -0.922 -0.54
O 5.503 0.149 1.139 2.260 0.296 -0.602 -0.45
H 8.309 0.327 -0.415 -0.285 -0.014 0.143 0.32
H 6.864 -0.592 -0.957 -0.118 0.250 0.089 -0.01
H 6.807 1.208 -0.854 -0.084 -0.260 0.070 0.26
C 5.217 6.903 -9.622 0.289 0.023 -0.194 -0.73
N 4.728 6.808 -8.220 -0.347 0.008 0.914 0.77
O 5.579 6.784 -7.324 -1.319 -0.006 -1.034 -0.48
O 3.502 6.759 -8.059 1.847 0.017 -0.027 -0.48
H 6.309 6.938 -9.613 -0.300 -0.016 0.134 0.31
H 4.863 6.019 -10.156 -0.073 0.228 0.099 0.30
H 4.806 7.818 -10.053 -0.054 -0.249 0.071 0.28
C -7.894 -2.090 8.079 0.262 0.062 0.012 -0.70
N -8.383 -2.185 9.481 -0.176 -0.176 0.836 0.83
O -7.532 -2.209 10.378 -1.403 0.020 -0.951 -0.52
O -9.608 -2.234 9.642 1.672 0.052 0.063 -0.52
H -6.802 -2.055 8.088 -0.361 0.035 0.119 0.33
H -8.248 -2.974 7.546 -0.103 0.229 0.082 0.27
H -8.305 -1.174 7.649 0.006 -0.346 0.079 0.31